(1)
20
Properties=species:S:1:pos:R:3 method="wB97M-V/def2-TZVPD" energy_ha=-403.1023 lumo_ev=0.96 smiles=C[C@]12O[C@@H]1CN[C@H]1C[C@@H]12 relative_energy_kj_mol=608.3 homo_lumo_gap_ev=8.96 homo_energy_ha=-0.29416
O 0.08 -0.75 -2.24
N 0.04 -1.08 1.54
C -0.73 -1.70 0.40
C 1.09 0.63 -0.14
C 1.26 1.47 1.14
C 0.03 -1.28 -0.89
C -1.23 1.06 -1.31
C 0.00 0.21 -1.15
C 0.32 0.30 1.15
H 2.29 1.49 1.55
H -1.29 1.52 -2.30
H 0.93 -1.58 1.69
H -1.75 -1.25 0.42
H 2.02 0.00 -0.21
H 0.79 2.47 1.21
H 1.05 -1.68 -0.73
H -2.05 0.40 -1.24
H -1.30 1.85 -0.56
H -0.83 -2.79 0.58
H -0.74 0.71 1.07


(2)
19
Properties=species:S:1:pos:R:3 method="wB97M-V/def2-TZVPD" energy_ha=-633.7956 lumo_ev="0.46 / 0.12" relative_energy_kj_mol=496.3 homo_lumo_gap_ev="9.13 / 7.08" homo_energy_ha="-0.31851 / -0.25556"
S 0.77 -2.34 0.76
C 0.58 -1.39 -1.98
C 0.46 1.28 0.03
C 0.06 3.09 1.80
C -0.02 -1.60 -0.56
C -0.02 1.67 1.19
C -1.42 -1.86 -0.47
H 0.68 3.15 2.63
H 1.63 -0.96 -1.85
H -0.87 3.37 2.09
H -0.10 -0.84 -2.62
H -1.85 -2.74 -1.15
H -1.79 -2.28 0.44
H -2.07 -1.00 -0.74
H 1.95 -1.65 0.72
H 0.70 -2.40 -2.51
H 1.04 1.86 -0.69
H -0.30 0.88 1.79
H 0.56 3.75 1.13